2 unconnected molecules or ions with the total composition C2H3NOS3 at a distorted geometry, computed with wB97M-V/def2-TZVPD.

Last column: natural (NBO) charge in e.
Positions of all 10 atoms, in Å:
1 C 0.6131 -0.8288 0.4030  0.813
2 C -0.8877 0.4098 -0.5085  -0.654
3 N 1.2655 0.0459 1.1376  -0.824
4 O 0.4757 -1.9795 0.0853  -0.543
5 S -1.8041 1.4890 0.5224  0.148
6 S -0.1973 2.0138 -0.6496  0.081
7 S -1.5003 -0.4202 -2.0636  0.018
8 H 1.1710 0.9514 0.8764  0.408
9 H 2.0402 -0.0993 1.8323  0.419
10 H -1.1761 -1.5821 -1.6352  0.133

Forces on the atoms, in the same order (eV/Å):
-3.491 0.022 -2.234
2.234 -2.772 -0.461
2.029 -3.657 2.157
1.117 1.781 1.266
-0.611 -0.048 0.475
0.295 1.097 -0.517
-0.102 2.400 0.869
-0.758 3.537 -0.991
-1.197 -0.569 -1.214
0.483 -1.792 0.649

Values from the calculation:
relative energy (zero: lowest compared OMol25 entry of this formula, charge and spin) = 42.50 kcal/mol
electronic energy = -38163.5615 eV
HOMO energy = -8.56 eV
orbital gap = 8.535 eV
charge = 0

=====

A molecular structure, C46H56AgAsNPS3, computed with wB97M-V/def2-TZVPD.

Last column: Mulliken charge in e.
Positions of all 109 atoms, in Å:
1 Ag -0.6326 -0.2018 -0.2295  0.281
2 C -1.8738 5.4343 0.1711  -1.018
3 C -0.7516 4.4060 0.3013  -0.445
4 S -1.1661 2.6735 0.0014  0.256
5 C -1.3308 2.6254 -1.8040  -0.196
6 C -2.6622 3.1006 -2.3730  -0.901
7 S -4.1457 2.2218 -1.8249  -0.185
8 C -4.4319 2.8446 -0.1370  0.183
9 C -4.5205 4.3737 0.0113  -0.985
10 S -3.3530 5.1440 1.1791  -0.132
11 H -2.1841 5.5711 -0.8622  0.336
12 H -1.4853 6.3986 0.5069  0.524
13 H -0.3760 4.3991 1.3261  0.314
14 H 0.0830 4.6780 -0.3518  -0.003
15 H -1.1826 1.5761 -2.0716  0.121
16 H -0.4995 3.1905 -2.2395  0.325
17 H -2.6579 2.9566 -3.4558  0.509
18 H -2.8054 4.1650 -2.2054  0.210
19 H -3.6730 2.4433 0.5248  -0.127
20 H -5.3872 2.3847 0.1256  0.572
21 H -5.4981 4.6488 0.4053  0.350
22 H -4.4273 4.8879 -0.9430  0.386
23 C -2.9680 -1.8690 -2.5174  -1.512
24 C -3.8521 -1.8231 -1.2637  0.846
25 C -4.6775 -3.1057 -1.1626  -1.517
26 P -2.7648 -1.4614 0.1882  0.584
27 C -3.8245 -0.6278 1.4609  1.806
28 C -5.1120 -1.2893 1.9525  -1.686
29 C -2.9408 -0.2340 2.6508  -1.319
30 C -2.1335 -3.0285 0.8168  -0.336
31 C -2.9300 -3.9424 1.5243  0.065
32 C -2.4362 -5.1103 2.0738  0.198
33 C -3.3285 -6.0924 2.7946  -1.736
34 C -1.0659 -5.3555 1.9076  -1.006
35 C -0.2467 -4.5039 1.2042  -1.086
36 C -0.7472 -3.3176 0.5916  -0.195
37 N -0.0004 -2.5132 -0.1834  0.987
38 C 1.3820 -2.5774 -0.2748  -0.642
39 C 1.9206 -2.8236 -1.6513  1.324
40 C 0.9567 -3.3727 -2.6705  -1.744
41 C 3.2018 -2.6094 -1.9463  -2.249
42 C 4.1982 -2.0421 -0.9842  2.038
43 C 5.4696 -2.8769 -0.9652  -1.824
44 C 3.6073 -1.7617 0.4360  -0.639
45 C 2.2045 -2.2074 0.7241  0.599
46 C 1.6799 -1.9157 2.1032  -1.139
47 H -3.5753 -2.0294 -3.4131  0.577
48 H -2.2453 -2.6888 -2.4418  0.294
49 H -2.4076 -0.9408 -2.6442  0.022
50 H -4.5154 -0.9568 -1.3329  0.405
51 H -4.0243 -3.9744 -1.0545  0.288
52 H -5.2654 -3.2352 -2.0767  0.485
53 H -5.3706 -3.1006 -0.3200  0.269
54 H -4.1049 0.2861 0.9245  -0.720
55 H -4.9024 -2.1571 2.5791  0.384
56 H -5.7663 -1.5944 1.1340  0.333
57 H -5.6675 -0.5744 2.5678  0.458
58 H -2.6066 -1.1283 3.1862  0.306
59 H -3.4964 0.3958 3.3519  0.463
60 H -2.0561 0.3192 2.3316  0.063
61 H -3.9897 -3.7415 1.6321  0.227
62 H -4.2859 -5.6350 3.0523  0.343
63 H -2.8685 -6.4428 3.7215  0.385
64 H -3.5408 -6.9757 2.1845  0.309
65 H -0.6383 -6.2586 2.3371  0.375
66 H 0.8066 -4.7380 1.0791  0.432
67 H 0.1337 -2.6754 -2.8357  0.035
68 H 0.5017 -4.2996 -2.3071  0.294
69 H 1.4618 -3.5694 -3.6171  0.460
70 H 3.5762 -2.8457 -2.9433  0.308
71 H 5.2411 -3.8737 -0.5782  0.431
72 H 6.2329 -2.4227 -0.3270  0.448
73 H 5.8864 -2.9920 -1.9715  0.405
74 H 4.2910 -2.0768 1.2309  0.714
75 H 2.3727 -1.2798 2.6648  0.359
76 H 1.5220 -2.8289 2.6857  0.619
77 H 0.7065 -1.4201 2.0524  -0.113
78 C 6.4414 0.6961 -0.4821  -0.753
79 C 5.8543 0.9355 0.8491  -0.731
80 C 4.6245 0.5296 1.1579  -1.003
81 C 3.7589 -0.2094 0.1858  1.509
82 C 4.3923 -0.4970 -1.2122  0.786
83 C 5.7797 0.0285 -1.4208  -1.561
84 As 1.9423 0.6599 0.0095  0.749
85 C 2.3115 1.9925 -1.3480  0.282
86 C 2.2992 1.8047 -2.7232  -0.190
87 C 2.4964 2.8930 -3.5674  -1.095
88 C 2.6833 4.1620 -3.0285  -0.945
89 C 2.6708 4.3534 -1.6519  -0.279
90 C 2.4880 3.2678 -0.8016  -0.034
91 C 2.3813 3.3298 0.6768  0.367
92 C 2.5234 4.4728 1.4559  -0.243
93 C 2.3338 4.4027 2.8298  -0.853
94 C 1.9914 3.1960 3.4333  -0.763
95 C 1.8572 2.0470 2.6602  -0.534
96 C 2.0708 2.1141 1.2912  0.075
97 H 7.4405 1.0696 -0.6776  0.444
98 H 6.4559 1.4438 1.5937  0.455
99 H 4.2319 0.6992 2.1532  0.464
100 H 3.7840 -0.1583 -2.0496  -0.054
101 H 6.2310 -0.1432 -2.3945  0.550
102 H 2.1362 0.8167 -3.1376  0.561
103 H 2.4991 2.7542 -4.6421  0.441
104 H 2.8334 5.0099 -3.6866  0.391
105 H 2.8066 5.3507 -1.2473  0.433
106 H 2.7824 5.4204 0.9962  0.373
107 H 2.4498 5.2943 3.4341  0.408
108 H 1.8277 3.1519 4.5031  0.432
109 H 1.5848 1.1061 3.1248  0.471

Forces on the atoms, in the same order (eV/Å):
0.032 -0.555 0.133
0.001 -0.040 0.095
-0.041 -0.030 0.041
0.037 0.103 -0.166
-0.049 0.036 0.014
-0.004 -0.039 0.084
0.026 0.016 0.092
-0.072 0.059 -0.090
0.102 -0.079 0.068
-0.036 -0.089 -0.067
0.003 0.006 -0.057
0.015 0.001 -0.023
0.019 0.052 -0.004
-0.022 0.014 0.029
0.011 -0.018 -0.037
-0.015 -0.017 0.005
0.015 -0.003 -0.010
0.011 0.082 -0.017
-0.041 0.024 0.057
-0.008 0.040 -0.006
-0.023 -0.004 0.017
-0.006 -0.004 -0.081
-0.033 -0.079 0.046
0.115 -0.066 -0.097
-0.028 0.015 -0.023
0.177 0.247 0.139
-0.005 -0.053 0.081
-0.022 0.027 -0.020
-0.071 -0.112 -0.019
0.037 -0.052 0.036
0.029 0.038 -0.061
-0.052 -0.021 0.026
0.052 0.061 -0.037
0.060 -0.006 -0.054
-0.020 0.001 -0.016
0.027 0.120 0.035
-0.073 -0.256 -0.072
-0.091 0.109 -0.256
-0.141 -0.072 0.043
0.027 -0.001 0.153
0.024 0.033 -0.027
-0.002 0.040 0.145
0.020 -0.015 0.014
-0.052 -0.013 -0.129
0.201 0.120 0.092
0.152 -0.059 -0.040
0.016 -0.009 0.060
-0.048 0.064 0.006
-0.013 0.025 0.001
-0.042 0.067 -0.026
-0.027 0.042 -0.005
0.025 0.007 0.049
0.055 -0.007 -0.033
0.015 0.007 0.001
-0.012 0.030 -0.031
0.041 0.008 0.038
0.013 -0.036 -0.022
-0.013 0.058 -0.029
0.000 -0.053 -0.047
0.039 0.037 -0.038
0.026 0.020 0.010
0.026 -0.009 -0.012
-0.011 0.010 -0.014
0.017 0.034 0.013
-0.005 0.050 -0.018
-0.080 0.020 0.016
0.020 0.001 -0.012
0.034 0.065 -0.028
-0.003 0.004 0.028
-0.038 0.041 0.069
0.028 0.040 -0.028
-0.046 -0.027 -0.041
-0.024 0.019 0.082
0.071 0.033 -0.027
-0.015 -0.021 -0.012
0.022 0.030 0.014
-0.110 0.051 -0.009
0.022 0.078 0.232
0.099 -0.007 -0.198
-0.074 -0.141 -0.133
-0.092 -0.101 -0.010
0.201 -0.096 0.195
-0.117 -0.081 -0.097
-0.112 0.164 -0.033
-0.075 -0.023 0.017
0.049 0.131 0.004
0.005 -0.008 0.067
-0.013 -0.016 0.031
0.057 0.044 -0.048
-0.047 0.044 0.154
0.087 -0.011 -0.153
0.036 0.044 0.039
0.018 -0.043 -0.034
-0.019 -0.011 -0.080
0.021 0.074 -0.019
-0.074 -0.055 0.017
-0.049 -0.003 0.015
-0.006 -0.010 -0.024
-0.004 -0.008 0.018
-0.048 -0.037 -0.018
-0.020 0.025 0.061
-0.047 0.002 -0.035
-0.003 0.002 0.047
-0.009 -0.035 0.031
-0.010 -0.037 -0.026
-0.027 -0.027 0.028
-0.013 -0.025 -0.017
0.012 -0.002 -0.032
0.007 0.005 0.016

Values from the calculation:
relative energy (zero: lowest compared OMol25 entry of this formula, charge and spin) = 59.53 kcal/mol
electronic energy = -156732.5773 eV
HOMO energy = -6.08 eV
orbital gap = 6.306 eV
charge = 0

=====

Number 1 is which compound? C2H3NOS3